Formula: C34H32Cl2N
Source: the Open Molecules 2025 dataset
Level of theory: ωB97M-V/def2-TZVPD

Structure (ORCA input):
```
! RIJCOSX wB97M-V def2-TZVPD def2/J DEFGRID3
* xyz 1 1
Cl -7.1985 3.9682 -3.2979
C -5.7190 3.2576 -2.8003
C -5.6344 1.8594 -2.6763
C -4.4307 1.2763 -2.3127
C -3.2793 2.0467 -2.0213
C -2.0677 1.3568 -1.6676
C -0.9648 1.9234 -1.0500
C 0.3020 1.2975 -1.0507
C 1.4053 1.9450 -1.7118
C 2.2011 1.2835 -2.6858
C 3.2014 1.9596 -3.3723
C 3.3716 3.3422 -3.1764
Cl 4.5868 4.1732 -4.0528
C 2.5671 4.0347 -2.2522
C 1.6162 3.3361 -1.5161
C -3.3898 3.4603 -2.1292
C -4.5908 4.0530 -2.5311
H -6.5113 1.2425 -2.8509
H -4.3565 0.1924 -2.2200
H -1.9924 0.3116 -1.9862
H -1.0784 2.9229 -0.6123
H 0.3923 0.2649 -0.7251
H 1.9973 0.2370 -2.9205
H 3.8527 1.4312 -4.0667
H 2.7103 5.1044 -2.1164
H 1.0081 3.8438 -0.7663
H -2.5227 4.0818 -1.9058
H -4.6801 5.1334 -2.6261
C 4.8176 -2.5596 -1.0114
C 3.6566 -2.1914 -1.7011
C 2.6110 -1.5679 -1.0176
C 2.7656 -1.1556 0.3238
C 1.7446 -0.4579 1.1107
C 0.5644 -1.0674 1.5144
N 0.0495 -0.9501 2.7914
C 0.8841 -0.3689 3.8519
C 0.1145 -0.0278 5.1389
C -0.8365 -1.1307 5.5712
C -1.7326 -1.5743 4.4264
C -0.8840 -1.9927 3.2308
C -0.2092 -1.8691 0.5078
C 0.3101 -3.0578 -0.0304
C -0.3869 -3.7664 -1.0107
C -1.6394 -3.3183 -1.4369
C -2.2004 -2.1718 -0.8642
C -1.4911 -1.4537 0.1016
C 3.9885 -1.4560 0.9686
C 4.9655 -2.2124 0.3376
H 5.6188 -3.1029 -1.5145
H 3.5681 -2.4037 -2.7705
H 1.6667 -1.3771 -1.5331
H 2.0826 0.4472 1.6281
H 1.7079 -1.0591 4.1150
H 1.3524 0.5527 3.4913
H 0.8393 0.1535 5.9409
H -0.4267 0.9135 4.9825
H -0.2462 -1.9937 5.8979
H -1.4446 -0.7968 6.4138
H -2.3395 -2.4352 4.7276
H -2.4297 -0.7820 4.1205
H -1.5583 -2.2605 2.4122
H -0.3144 -2.9080 3.4875
H 1.2813 -3.4153 0.3180
H 0.0561 -4.6694 -1.4345
H -2.1663 -3.8493 -2.2322
H -3.1974 -1.8442 -1.1664
H -1.9136 -0.5405 0.5293
H 4.1209 -1.0998 1.9929
H 5.8545 -2.5189 0.8919
*
```

The LUMO energy is -0.19460 hartree. The calculation puts the energy above the lowest of the compared OMol25 structures with the same formula, charge and spin at 0.0 kJ/mol.

---

Formula: CH5N3
Source: the Open Molecules 2025 dataset
Level of theory: ωB97M-V/def2-TZVPD

Structure (ORCA input):
```
! RIJCOSX wB97M-V def2-TZVPD def2/J DEFGRID3
* xyz 0 1
C 0.0316 0.2904 -0.0890
H 1.7952 -0.6402 -0.1899
H 0.4418 -1.8208 0.2340
H -1.7069 -0.9071 -0.2147
H -1.9520 0.8532 0.1909
H 1.4839 1.5628 0.1026
N 0.7966 -0.8630 -0.0002
N -1.3415 0.0300 -0.0179
N 0.4513 1.4947 -0.0158
*
```

As for the SMILES: N=C(N)N. The LUMO energy is 0.03129 hartree. The calculation puts the energy above the lowest of the compared OMol25 structures with the same formula, charge and spin at 60.5 kJ/mol.

---

Formula: C3H7NOS
Source: the Open Molecules 2025 dataset
Level of theory: ωB97M-V/def2-TZVPD

Structure (ORCA input):
```
! RIJCOSX wB97M-V def2-TZVPD def2/J DEFGRID3
* xyz 0 1
C 0.7178 0.0745 0.4500
C -0.8124 -0.1684 0.4295
C 0.1121 -0.6240 -0.6983
H 0.5558 2.1787 -0.3484
H 2.1193 1.1327 -0.3148
H 1.2264 -0.5008 1.1411
H -1.4498 0.6713 0.2672
H -1.5169 -0.6445 2.4963
H 0.0127 -1.6840 -0.8967
H -0.5101 -0.6845 -2.4875
N 1.1779 1.4894 0.3535
O 0.1053 0.1123 -1.8092
S -1.7379 -1.3528 1.4173
*
```

The LUMO energy is 0.00697 hartree. The calculation puts the energy above the lowest of the compared OMol25 structures with the same formula, charge and spin at 448.9 kJ/mol.

---

Formula: C17H20FN3OS
Source: the Open Molecules 2025 dataset
Level of theory: ωB97M-V/def2-TZVPD

Structure (ORCA input):
```
! RIJCOSX wB97M-V def2-TZVPD def2/J DEFGRID3
* xyz 0 1
O -3.0112 0.3806 -2.3299
C -2.7650 0.5161 -1.1501
N -2.3170 -0.4571 -0.3410
H -2.0756 -0.2136 0.6160
C -1.8472 -1.7288 -0.8439
C -2.1102 -2.8394 0.1699
H -3.0990 -2.7586 0.6180
H -2.0334 -3.8040 -0.3318
C -0.9853 -2.6794 1.1962
H -0.7444 -3.6262 1.6771
H -1.2894 -1.9805 1.9756
C 0.2138 -2.1105 0.4147
H 1.0164 -2.8426 0.3343
H 0.6205 -1.2359 0.9233
C -0.3170 -1.7362 -0.9778
H 0.0544 -0.7697 -1.3177
H -0.0263 -2.4857 -1.7132
H -2.3439 -1.8882 -1.8039
C -2.9224 1.8565 -0.4365
H -3.3177 1.7579 0.5723
H -3.5256 2.5335 -1.0387
S -1.2819 2.6371 -0.3081
C -0.6602 1.8288 1.1059
N -1.3408 1.0417 1.9082
C -0.4688 0.6820 2.8914
C 0.7456 1.2552 2.6691
N 0.6183 1.9986 1.5234
C 1.6777 2.6348 0.7779
C 2.1710 1.6793 -0.2841
C 2.9247 0.5708 0.0844
C 3.3160 -0.3625 -0.8569
C 2.9389 -0.1729 -2.1743
C 2.1913 0.9212 -2.5695
C 1.8077 1.8457 -1.6142
H 1.2145 2.6986 -1.9055
H 1.9101 1.0357 -3.6039
F 3.3127 -1.0814 -3.0960
H 3.8995 -1.2268 -0.5834
H 3.2076 0.4316 1.1174
H 1.2846 3.5466 0.3210
H 2.4791 2.8933 1.4747
H 1.6614 1.2146 3.2208
H -0.7836 0.0399 3.6888
*
```

As for the SMILES: O=C(CSc1nccn1Cc1ccc(F)cc1)NC1CCCC1. The LUMO energy is 0.02127 hartree.

---

Formula: C3H3Br2NO2
Source: the Open Molecules 2025 dataset
Level of theory: ωB97M-V/def2-TZVPD

Structure (ORCA input):
```
! RIJCOSX wB97M-V def2-TZVPD def2/J DEFGRID3
* xyz 0 1
C 0.3228 0.4812 1.8044
C 0.1774 0.1663 -0.7282
C -0.4335 -0.0078 0.6998
N 1.1030 0.7557 2.6153
O -0.7728 -0.2890 -1.6350
O 1.4621 -0.4623 -0.7090
Br -2.2426 1.3138 0.8683
Br -1.0554 -1.8140 0.9334
H 0.6641 1.1252 -0.8717
H -0.4175 0.0859 -2.4999
H 1.1923 -1.3550 -0.4775
*
```

As for the SMILES: N#CC(Br)(Br)C(O)O. The LUMO energy is -0.04912 hartree. The calculation puts the energy above the lowest of the compared OMol25 structures with the same formula, charge and spin at 92.7 kJ/mol.

---

Formula: C4H7HgO3
Source: the Open Molecules 2025 dataset
Level of theory: ωB97M-V/def2-TZVPD

Structure (ORCA input):
```
! RIJCOSX wB97M-V def2-TZVPD def2/J DEFGRID3
* xyz 0 2
H 3.3917 1.1861 -0.7141
O -0.0112 -1.2526 0.1110
C -0.7559 -0.1550 0.1448
O -0.3377 0.9504 0.4356
O -1.9936 -0.4438 -0.1623
C -2.9441 0.6325 -0.1300
H -2.9893 1.0581 0.8788
H -2.6593 1.4016 -0.8568
H -3.9018 0.1824 -0.4013
C 1.3184 -1.1450 0.5409
H 1.4343 -1.0127 1.6196
C 2.3113 -1.0537 -0.3552
H 2.0982 -1.0611 -1.4260
H 3.3403 -1.1078 0.0043
Hg 1.6985 1.8206 0.3107
*
```

As for the expectation value of S²: 0.766. The LUMO energy (alpha / beta) is 0.02263 / -0.01103 hartree. The calculation puts the energy above the lowest of the compared OMol25 structures with the same formula, charge and spin at 282.2 kJ/mol.

---

Formula: C3H33O14
Source: the Open Molecules 2025 dataset
Level of theory: ωB97M-V/def2-TZVPD

Structure (ORCA input):
```
! RIJCOSX wB97M-V def2-TZVPD def2/J DEFGRID3
* xyz -1 1
C 21.6742 -3.7591 -4.7231
C 23.2160 -3.8434 -4.7536
C 23.7209 -2.3513 -5.0197
O 23.8865 -4.3406 -3.6444
H 21.3393 -3.1400 -3.8908
H 21.1024 -4.6871 -4.7314
H 21.4078 -3.2456 -5.6469
H 23.5591 -4.5024 -5.5512
H 23.1499 -1.5904 -4.4877
H 23.4120 -1.9167 -5.9704
H 24.7596 -2.2008 -4.7255
O 25.8262 -4.6245 -5.3934
H 25.1554 -4.2859 -4.8004
H 26.6228 -4.6530 -4.8635
O 24.1640 -2.1337 -2.2856
H 23.9372 -2.5764 -3.1033
H 24.4833 -2.8326 -1.7148
O 22.9728 -6.5579 -4.5408
H 23.1049 -7.0835 -3.7519
H 23.3848 -5.7173 -4.3411
O 24.1779 -0.0993 -2.7206
H 24.9132 -0.0909 -3.3333
H 23.9702 -1.0269 -2.6077
O 21.3120 -2.4270 -8.0120
H 20.9816 -1.8692 -7.3078
H 21.0656 -3.3144 -7.7510
O 23.8163 -6.3671 -6.5876
H 24.2874 -5.5349 -6.5472
H 23.6473 -6.5919 -5.6727
O 19.5997 -5.9644 -4.5489
H 20.1371 -6.7292 -4.3426
H 19.8953 -5.2910 -3.9362
O 20.3653 -1.6490 -6.3300
H 19.4197 -1.7813 -6.3967
H 20.5245 -1.5216 -5.3948
O 22.1582 -4.7593 -2.1273
H 22.7157 -4.4056 -2.8203
H 21.2696 -4.6933 -2.4769
O 21.5053 -6.3102 -5.8934
H 20.9617 -7.0023 -5.5169
H 22.2548 -6.2453 -5.3016
O 22.3548 -0.3806 -6.2227
H 21.8128 -1.1696 -6.2183
H 23.1586 -0.6391 -5.7718
O 25.3591 -4.7537 -2.4279
H 25.6973 -5.5859 -2.7586
H 24.6527 -4.5248 -3.0318
O 26.4954 -2.2733 -5.5780
H 26.0257 -3.1000 -5.6885
H 26.2388 -1.7483 -6.3361
*
```

The LUMO energy is 0.08276 hartree. The calculation puts the energy above the lowest of the compared OMol25 structures with the same formula, charge and spin at 1412.4 kJ/mol.

---

Formula: C5H12NO2
Source: the Open Molecules 2025 dataset
Level of theory: ωB97M-V/def2-TZVPD

Structure (ORCA input):
```
! RIJCOSX wB97M-V def2-TZVPD def2/J DEFGRID3
* xyz -1 1
C -2.0609 1.2916 1.6523
C -1.8804 0.1108 2.5865
N -1.0920 -0.8509 2.0534
O -2.4016 0.0344 3.6937
H -2.8179 1.9815 2.0143
H -2.2475 0.9515 0.6395
H -1.0906 1.7794 1.5691
H -0.5509 -0.7027 1.1201
H -0.8357 -1.5490 2.7333
C 0.2591 -0.9055 -1.3037
O 0.1296 -0.2228 -0.1260
C 1.6782 -0.7458 -1.8984
C 2.2067 0.6808 -1.8097
H -0.4216 -0.4866 -2.0824
H 0.0714 -1.9904 -1.2042
H 1.7117 -1.0893 -2.9462
H 2.3834 -1.4158 -1.3861
H 3.1298 0.8125 -2.3779
H 2.3927 0.9420 -0.7691
H 1.4367 1.3744 -2.1585
*
```

The LUMO energy is 0.15030 hartree. The calculation puts the energy above the lowest of the compared OMol25 structures with the same formula, charge and spin at 108.2 kJ/mol.

---

Formula: C2H10N4
Source: the Open Molecules 2025 dataset
Level of theory: ωB97M-V/def2-TZVPD

Structure (ORCA input):
```
! RIJCOSX wB97M-V def2-TZVPD def2/J DEFGRID3
* xyz 0 1
C 0.5269 0.9309 -0.0976
C 0.2131 -0.2852 -1.3339
N 1.0606 0.3211 1.0195
N 0.2015 -1.3738 1.3157
N -0.6573 1.7358 0.1542
N -0.8370 -1.0929 -0.9646
H 0.6364 0.7247 1.8525
H 1.3103 1.4857 -0.6159
H 1.0479 -1.9141 1.4107
H -0.3123 -1.3393 2.1876
H -0.8189 2.3937 -0.6010
H -1.4686 1.1221 0.1988
H -1.7328 -0.7151 -1.2562
H -0.4299 -1.5011 0.3131
H 1.1723 -0.8082 -1.3422
H 0.0877 0.3157 -2.2405
*
```

The LUMO energy (alpha / beta) is 0.00529 / 0.00527 hartree. The calculation puts the energy above the lowest of the compared OMol25 structures with the same formula, charge and spin at 422.7 kJ/mol.

---

Please write out number 2 again, unchanged.
Formula: CH5N3
Source: the Open Molecules 2025 dataset
Level of theory: ωB97M-V/def2-TZVPD

Structure (ORCA input):
```
! RIJCOSX wB97M-V def2-TZVPD def2/J DEFGRID3
* xyz 0 1
C 0.0316 0.2904 -0.0890
H 1.7952 -0.6402 -0.1899
H 0.4418 -1.8208 0.2340
H -1.7069 -0.9071 -0.2147
H -1.9520 0.8532 0.1909
H 1.4839 1.5628 0.1026
N 0.7966 -0.8630 -0.0002
N -1.3415 0.0300 -0.0179
N 0.4513 1.4947 -0.0158
*
```

As for the SMILES: N=C(N)N. The LUMO energy is 0.03129 hartree. The calculation puts the energy above the lowest of the compared OMol25 structures with the same formula, charge and spin at 60.5 kJ/mol.